Entry 1:
{
  "formula": "C30H29OSi",
  "method": "wB97M-V/def2-TZVPD",
  "species": ["Si", "O", "C", "C", "C", "C", "C", "C", "C", "C", "C", "C", "C", "C", "C", "C", "C", "C", "C", "C", "C", "C", "C", "C", "C", "C", "C", "C", "C", "C", "C", "C", "H", "H", "H", "H", "H", "H", "H", "H", "H", "H", "H", "H", "H", "H", "H", "H", "H", "H", "H", "H", "H", "H", "H", "H", "H", "H", "H", "H", "H"],
  "xyz": [[-0.40, -1.71, 2.62], [1.25, -0.93, 0.65], [0.37, 2.73, 3.52], [5.20, 3.54, 2.49], [-0.20, -3.56, 2.44], [2.44, 1.07, -0.01], [2.04, -0.17, 2.81], [2.84, 3.20, 2.96], [2.54, 4.29, 2.11], [-1.76, 3.10, 2.46], [4.19, 2.79, 3.08], [4.73, 0.82, -0.73], [-1.67, -1.09, 1.39], [-0.33, 2.52, 4.77], [1.97, 2.33, 5.20], [1.66, 1.92, 7.95], [3.10, 2.22, 6.00], [1.79, 2.66, 3.80], [3.56, 5.03, 1.52], [-2.42, 2.95, 3.69], [2.94, 2.00, 7.37], [2.35, -0.32, 0.03], [0.50, 2.04, 7.16], [3.37, -1.16, -0.42], [-0.36, 2.96, 2.36], [-0.72, -1.11, 4.35], [3.65, 1.64, -0.37], [4.58, -0.57, -0.77], [1.17, -0.81, 2.02], [0.66, 2.26, 5.80], [4.90, 4.68, 1.75], [-1.71, 2.63, 4.85], [1.88, -0.20, 3.89], [5.41, -1.21, -1.09], [0.65, -3.94, 3.04], [6.25, 3.23, 2.62], [-1.42, -1.45, 0.38], [3.31, 5.89, 0.89], [0.14, 3.03, 1.40], [1.50, 4.60, 1.99], [-1.66, -1.54, 4.71], [2.97, 0.28, 2.43], [1.58, 1.66, 0.32], [-0.50, 1.97, 7.58], [0.08, -1.42, 5.04], [-1.69, 0.01, 1.38], [-3.50, 3.09, 3.74], [1.56, 1.78, 9.03], [-0.02, -3.83, 1.39], [-2.34, 3.33, 1.57], [-1.11, -4.07, 2.78], [4.43, 1.88, 3.64], [5.70, 5.30, 1.34], [5.68, 1.28, -0.99], [4.09, 2.31, 5.56], [3.75, 2.72, -0.38], [3.81, 1.89, 8.00], [-2.21, 2.47, 5.81], [-0.80, -0.02, 4.40], [-2.66, -1.46, 1.67], [3.22, -2.24, -0.41]],
  "lowdin_charge": [0.547, -0.057, -0.108, -0.040, -0.166, -0.025, 0.024, -0.150, 0.007, -0.039, -0.017, -0.082, -0.167, -0.113, -0.102, -0.017, 0.025, 0.030, -0.048, -0.020, -0.035, -0.266, 0.020, 0.008, 0.007, -0.163, -0.080, -0.065, -0.335, -0.093, -0.036, 0.010, 0.056, 0.112, 0.038, 0.123, 0.043, 0.122, 0.109, 0.115, 0.043, 0.064, 0.109, 0.126, 0.042, 0.024, 0.122, 0.120, 0.042, 0.118, 0.039, 0.117, 0.123, 0.106, 0.110, 0.098, 0.116, 0.127, 0.014, 0.039, 0.130],
  "charge": 1,
  "homo_energy_ev": -11.148,
  "e_tot_ev": -41499.2401,
  "homo_lumo_gap_ha": 0.194,
  "de_lowest_ev": 1.835
}

Entry 2:
{
  "formula": "C4H36N2O14",
  "method": "wB97M-V/def2-TZVPD",
  "species": ["O", "O", "O", "O", "O", "O", "O", "O", "O", "O", "O", "O", "O", "O", "N", "N", "C", "C", "C", "C", "H", "H", "H", "H", "H", "H", "H", "H", "H", "H", "H", "H", "H", "H", "H", "H", "H", "H", "H", "H", "H", "H", "H", "H", "H", "H", "H", "H", "H", "H", "H", "H", "H", "H", "H", "H"],
  "xyz": [[0.12, 0.16, -5.10], [1.78, 0.15, -1.10], [0.39, -1.72, -2.74], [-2.74, -2.00, -1.76], [1.12, -4.24, 0.19], [2.13, 2.94, -1.35], [-1.67, 1.87, 3.60], [1.13, 1.27, 3.67], [2.51, -3.09, -2.03], [-1.85, 0.51, -2.76], [1.32, -2.20, 1.95], [3.21, 2.84, 1.84], [-2.85, -1.20, 0.90], [-1.32, -3.37, 1.40], [0.55, 0.26, 0.93], [-1.45, 3.46, 0.55], [-0.87, 2.30, 1.32], [-1.87, 1.50, 2.24], [1.86, 0.30, 0.43], [-0.24, 1.35, 0.22], [2.43, 2.95, 2.39], [1.95, -3.06, -2.81], [-1.52, 1.34, -2.36], [-0.92, 2.47, 3.70], [0.98, 0.88, 2.78], [-1.45, 4.30, 1.11], [2.29, 1.28, 0.41], [-2.86, 1.83, 2.02], [1.45, -4.07, -0.71], [0.88, -1.02, -2.30], [-1.71, 0.47, 2.04], [2.59, -0.07, -1.56], [-3.69, -0.75, 0.93], [0.52, -2.42, 2.46], [-3.20, -2.26, -2.56], [-2.39, 3.22, 0.28], [2.48, -0.41, 0.95], [-2.39, -1.07, -1.79], [-0.65, -3.59, 0.75], [-1.80, -2.63, 0.94], [-0.48, 0.71, -4.55], [-2.59, 0.78, -3.32], [-3.05, -1.63, 0.05], [-0.44, -1.69, -2.26], [0.06, 1.73, -0.73], [0.16, -0.69, 0.91], [-0.19, -0.76, -4.99], [2.35, -2.26, -1.60], [1.38, -2.96, 1.37], [-1.05, 0.76, -0.19], [1.81, -4.56, 0.79], [-0.09, 2.73, 1.98], [3.33, 3.61, 1.27], [1.82, 2.03, -1.30], [1.51, 3.27, -0.67], [1.23, 0.43, 4.16]],
  "lowdin_charge": [-0.082, -0.130, -0.049, -0.061, -0.056, -0.059, -0.072, -0.072, -0.048, -0.046, -0.068, -0.043, -0.059, -0.064, -0.024, 0.040, -0.288, -0.196, -0.193, -0.135, 0.010, 0.041, 0.066, 0.057, 0.008, 0.060, 0.080, 0.104, 0.037, 0.011, 0.076, 0.088, 0.066, 0.052, 0.061, 0.062, 0.119, 0.028, -0.016, -0.001, 0.013, 0.082, 0.012, 0.012, 0.076, 0.105, 0.024, 0.002, -0.023, 0.086, 0.084, 0.120, 0.037, -0.031, 0.030, 0.067],
  "charge": 0,
  "homo_energy_ev": -9.769,
  "e_tot_ev": -36376.1562,
  "homo_lumo_gap_ha": 0.342,
  "de_lowest_ev": 5.246
}

Entry 3:
{
  "formula": "C30H60Cl5CoO11",
  "method": "wB97M-V/def2-TZVPD",
  "species": ["Co", "Cl", "Cl", "Cl", "Cl", "Cl", "O", "O", "O", "O", "O", "O", "O", "O", "O", "O", "O", "C", "C", "C", "C", "C", "C", "C", "C", "C", "C", "C", "C", "C", "C", "C", "C", "C", "C", "C", "C", "C", "C", "C", "C", "C", "C", "C", "C", "C", "C", "H", "H", "H", "H", "H", "H", "H", "H", "H", "H", "H", "H", "H", "H", "H", "H", "H", "H", "H", "H", "H", "H", "H", "H", "H", "H", "H", "H", "H", "H", "H", "H", "H", "H", "H", "H", "H", "H", "H", "H", "H", "H", "H", "H", "H", "H", "H", "H", "H", "H", "H", "H", "H", "H", "H", "H", "H", "H", "H", "H"],
  "xyz": [[0.98, -4.34, -1.21], [-2.95, 9.12, -0.01], [-5.65, 7.97, -0.03], [-4.79, 4.55, 5.59], [-2.61, 6.19, 6.74], [-1.85, 0.57, 0.90], [-8.23, -0.20, -4.53], [4.50, -1.97, -0.21], [-0.98, 0.70, 1.99], [-3.19, 0.37, 1.31], [0.98, -2.19, -4.92], [-1.45, -0.64, 0.27], [-2.61, -5.72, -3.10], [-1.58, 1.62, -0.02], [2.95, 7.64, 0.83], [5.42, 2.20, 5.79], [0.11, -6.17, 2.50], [-6.78, 0.96, -5.85], [0.14, -1.20, -5.48], [6.21, -0.31, -0.45], [-8.87, -0.19, -5.79], [-4.91, -5.77, -3.61], [6.74, -1.69, -0.10], [4.44, 2.19, 6.85], [1.64, -1.75, -7.20], [3.24, 8.97, 1.26], [3.05, 6.76, 1.93], [-8.19, 0.97, -6.45], [6.77, 2.36, 6.25], [-0.27, -7.59, 2.55], [0.18, -5.75, 3.84], [5.23, 2.84, 8.01], [5.57, -2.41, 0.60], [-7.10, 0.65, -4.42], [-3.00, 4.62, 5.98], [-4.04, 7.89, 0.72], [-3.90, -5.83, -2.48], [0.23, -1.47, -6.98], [2.88, 9.12, 2.68], [-2.72, -6.42, -4.33], [6.64, 2.39, 7.76], [4.74, -0.55, -0.43], [-1.23, -7.67, 3.73], [-0.97, -6.44, 4.57], [2.00, -2.51, -5.91], [2.72, 7.63, 3.12], [-4.10, -6.09, -4.86], [1.72, -2.32, -8.13], [-2.71, 3.81, 6.64], [-0.68, -7.93, 1.60], [4.29, 1.14, 7.09], [4.08, 6.42, 2.03], [2.39, 5.92, 1.74], [-0.90, -1.23, -5.16], [6.43, 0.30, 0.43], [-1.79, -5.73, 4.57], [-4.11, 8.06, 1.79], [0.68, -8.13, 2.64], [0.48, -0.19, -5.22], [1.69, 7.39, 3.38], [-8.20, 0.91, -7.54], [5.30, -2.09, 1.61], [-9.94, -0.04, -5.81], [7.63, -1.54, 0.50], [-0.10, -0.54, -7.44], [-0.33, -2.38, -7.20], [-7.37, 1.53, -3.83], [-6.28, 1.92, -5.97], [1.94, 9.65, 2.77], [3.44, 2.58, 6.65], [5.09, 3.92, 7.97], [7.17, 3.33, 5.93], [-2.45, 4.53, 5.04], [6.74, 1.39, 8.19], [4.36, 0.14, 0.32], [2.68, 9.63, 0.59], [-3.63, 6.89, 0.60], [2.97, -2.10, -5.64], [-2.58, -7.50, -4.21], [3.29, 7.28, 3.98], [-0.69, -6.67, 5.60], [2.07, -3.58, -6.07], [4.29, 9.18, 1.06], [5.76, -3.48, 0.63], [-1.94, -6.13, -5.04], [4.29, -0.20, -1.36], [1.15, -5.92, 4.30], [0.06, -4.66, 3.84], [7.27, 1.44, 5.97], [-2.24, -7.78, 3.32], [-1.02, -8.57, 4.30], [-5.39, -4.79, -3.73], [-4.03, -5.21, -5.50], [7.00, -2.17, -1.05], [2.17, -0.80, -7.28], [-4.12, -5.12, -1.69], [-5.69, -6.51, -3.44], [4.83, 2.44, 8.95], [-4.46, -6.89, -5.51], [-8.61, -1.12, -6.30], [-6.19, 0.12, -6.20], [-3.90, -6.81, -2.01], [6.64, 0.00, -1.40], [3.64, 9.67, 3.24], [-6.27, 0.15, -3.91], [7.36, 3.02, 8.27], [-8.70, 1.92, -6.30]],
  "lowdin_charge": [0.965, 0.472, 0.488, 0.441, 0.483, 0.637, -0.139, -0.164, -0.112, -0.221, -0.159, -0.134, -0.163, -0.168, -0.140, -0.166, -0.172, -0.170, -0.219, -0.181, -0.216, -0.155, -0.169, -0.182, -0.192, -0.231, -0.222, -0.188, -0.192, -0.167, -0.247, -0.178, -0.199, -0.218, -0.968, -1.009, -0.206, -0.202, -0.150, -0.218, -0.193, -0.210, -0.163, -0.153, -0.172, -0.156, -0.161, 0.121, 0.026, 0.111, 0.106, 0.112, 0.119, 0.117, 0.115, 0.112, 0.026, 0.114, 0.118, 0.101, 0.112, 0.121, 0.123, 0.113, 0.125, 0.125, 0.118, 0.116, 0.110, 0.114, 0.113, 0.121, 0.018, 0.112, 0.115, 0.122, 0.023, 0.111, 0.116, 0.105, 0.116, 0.115, 0.117, 0.117, 0.116, 0.116, 0.117, 0.116, 0.120, 0.112, 0.113, 0.111, 0.108, 0.115, 0.120, 0.119, 0.113, 0.111, 0.114, 0.118, 0.115, 0.115, 0.120, 0.112, 0.115, 0.114, 0.116],
  "charge": 1,
  "homo_energy_ev": [-10.641, -10.641],
  "e_tot_ev": -154818.5832,
  "homo_lumo_gap_ha": [0.169, 0.112],
  "spin_multiplicity": 4
}

Entry 4:
{
  "formula": "C7H10",
  "method": "wB97M-V/def2-TZVPD",
  "species": ["C", "C", "C", "C", "C", "C", "C", "H", "H", "H", "H", "H", "H", "H", "H", "H", "H"],
  "xyz": [[-0.80, 0.14, -0.94], [-0.13, 2.71, -1.11], [0.35, -1.99, -0.02], [-0.58, 1.55, -1.60], [0.31, 0.15, 1.44], [-0.05, -0.56, 0.23], [0.37, 3.70, -0.56], [0.81, -2.43, 0.81], [-0.90, -0.68, -1.72], [0.96, 1.00, 1.04], [-0.58, 0.59, 1.92], [-0.55, -2.50, -0.21], [0.60, 4.52, 0.04], [0.90, -0.48, 2.09], [-0.88, 1.33, -2.68], [-1.74, 0.42, -0.33], [1.02, -2.13, -0.92]],
  "lowdin_charge": [-0.152, -0.200, -0.084, -0.103, -0.095, -0.337, 0.131, 0.049, 0.115, 0.100, 0.088, 0.054, 0.013, 0.068, 0.116, 0.139, 0.099],
  "charge": 0,
  "homo_energy_ev": [-7.713, -6.733],
  "e_tot_ev": -7415.1848,
  "homo_lumo_gap_ha": [0.316, 0.235],
  "de_lowest_ev": 5.850
}

Entry 5:
{
  "formula": "C15H8N3O5Ru",
  "method": "wB97M-V/def2-TZVPD",
  "species": ["Ru", "O", "O", "O", "O", "O", "N", "N", "N", "C", "C", "C", "C", "C", "C", "C", "C", "C", "C", "C", "C", "C", "C", "C", "H", "H", "H", "H", "H", "H", "H", "H"],
  "xyz": [[0.03, -1.49, -3.37], [-0.15, -3.22, -6.23], [-1.59, -3.71, -1.86], [0.60, 3.87, -0.45], [2.16, 0.26, -4.72], [-2.21, 0.38, -4.10], [-1.61, 2.49, 6.45], [0.65, 0.05, 0.51], [0.59, -1.12, -1.42], [-0.06, -0.03, -0.77], [0.87, 0.32, 2.92], [1.79, -0.70, 0.36], [-1.37, -0.37, -3.81], [-0.87, 1.40, 4.20], [-0.99, -2.91, -2.45], [-0.10, -2.75, -5.19], [0.07, 0.38, 1.76], [-1.30, 2.00, 5.44], [1.39, -0.43, -4.20], [-1.27, 0.78, 1.88], [-1.72, 1.33, 3.08], [0.41, 0.85, 4.12], [1.82, -1.28, -0.89], [0.39, 2.80, -0.82], [1.05, 0.85, 5.01], [-2.73, 1.72, 3.16], [-1.96, 0.67, 1.04], [2.63, -1.82, -1.38], [1.87, -0.11, 2.89], [2.50, -0.85, 1.13], [0.26, 0.67, -1.56], [-1.16, -0.04, -0.72]],
  "lowdin_charge": [0.914, 0.186, 0.160, 0.096, 0.153, 0.185, 0.283, 0.030, -0.146, -0.198, 0.063, 0.024, -0.235, -0.142, -0.179, -0.059, -0.114, -0.074, -0.222, 0.057, 0.061, 0.055, -0.034, 0.082, 0.157, 0.153, 0.129, 0.145, 0.128, 0.130, 0.070, 0.142],
  "charge": 2,
  "homo_energy_ev": [-12.921, -16.879],
  "e_tot_ev": -32950.5448,
  "homo_lumo_gap_ha": [0.209, 0.204],
  "de_lowest_ev": 0.000,
  "spin_multiplicity": 6
}

Entry 6:
{
  "formula": "ClFS2",
  "method": "wB97M-V/def2-TZVPD",
  "species": ["Cl", "S", "S", "F"],
  "xyz": [[1.10, 0.78, 0.19], [2.59, -0.33, -0.40], [-1.62, 0.20, -0.55], [-2.07, -0.65, 0.76]],
  "lowdin_charge": [-0.028, 0.033, 0.591, -0.596],
  "charge": 0,
  "homo_energy_ev": [-8.944, -8.942],
  "e_tot_ev": -36906.0062,
  "homo_lumo_gap_ha": [0.185, 0.185],
  "de_lowest_ev": 3.704
}